1.
ORCA calculation (ωB97M-V/def2-TZVPD) on a molecular structure, C21H26N2O5PPdS2 at a distorted geometry.

Computed properties:
multiplicity	6
ΔE to the lowest compared entry with this formula, charge and spin	0.0000	eV
HOMO level (spin up / spin down)	0.8 / -1.8	eV
LUMO energy (spin up / spin down)	4.735 / 3.605	eV
electronic energy	-69851.5829	eV
expectation value of S²	8.7987
frontier orbital gap (spin up / spin down)	0.14455 / 0.19985	Eh
F_max	4.2	eV/Å
total charge	-2

Positions of all 58 atoms, in Å:
Pd: 12.03099 10.57217 11.12083
S: 14.29369 10.44829 10.21498
S: 13.65508 7.10937 9.56151
P: 15.01530 8.52049 9.85176
O: 12.02732 13.63346 12.16570
O: 16.21334 8.43830 8.82299
O: 12.69529 9.91556 12.92960
O: 16.04842 8.16780 11.09579
O: 11.14419 10.88564 9.26742
N: 10.32992 9.94926 11.93108
N: 10.40182 9.34217 13.12908
C: 16.05793 8.84777 7.38023
C: 8.87163 10.36921 10.03811
C: 9.14389 9.94803 11.34205
C: 15.49258 7.89782 12.36928
C: 16.44196 7.05348 13.20523
C: 15.57512 7.66533 6.54512
C: 13.20629 8.87682 15.25799
C: 7.49320 10.42974 9.64598
C: 10.91597 8.35601 15.80144
C: 8.05498 11.05401 7.40441
C: 11.85866 8.80591 14.91409
C: 12.67940 7.91532 17.40178
C: 11.28872 7.85021 17.02997
C: 11.25265 13.12529 13.27231
C: 12.37780 12.73086 11.25471
C: 9.35046 10.95558 7.77334
C: 13.11067 13.37894 10.16147
C: 7.09943 10.73239 8.35290
C: 13.62390 8.50010 16.53606
C: 11.67912 9.33656 13.55622
C: 9.84885 10.72120 9.05395
H: 16.43524 7.00184 6.38823
H: 12.55802 14.24911 9.77641
H: 10.78706 13.98316 13.73432
H: 16.65812 7.35766 14.21453
H: 17.40591 6.91832 12.74548
H: 14.38714 7.58622 12.26518
H: 10.56896 7.47456 17.71281
H: 15.88980 6.11555 13.26814
H: 11.94514 12.63542 13.95312
H: 15.44974 8.90857 12.86604
H: 17.02032 9.19524 7.05116
H: 10.50061 12.40032 12.91998
H: 7.79978 11.40802 6.41645
H: 14.85413 7.13692 7.14792
H: 13.91249 9.17996 14.51438
H: 9.88652 8.36496 15.49633
H: 14.72170 8.52586 16.82259
H: 15.31294 9.64392 7.38992
H: 6.01954 10.92193 8.19781
H: 15.22563 7.85768 5.55485
H: 14.13914 13.61340 10.52206
H: 8.29341 9.73724 12.03054
H: 10.17133 11.20209 7.10492
H: 6.72983 10.25306 10.42406
H: 12.91125 7.46057 18.34988
H: 13.13908 12.66118 9.35104

2.
ORCA calculation (ωB97M-V/def2-TZVPD) on a molecular structure, C35H37F5IrOP2Te at a distorted geometry.

Computed properties:
multiplicity	6
ΔE to the lowest compared entry with this formula, charge and spin	0.0000	eV
HOMO level (spin up / spin down)	-13.5 / -13.9	eV
LUMO energy (spin up / spin down)	-7.095 / -8.663	eV
electronic energy	-81214.6573	eV
expectation value of S²	8.7827
frontier orbital gap (spin up / spin down)	0.23700 / 0.19265	Eh
F_max	3.8	eV/Å
total charge	+2

Positions of all 82 atoms, in Å:
Ir: 1.73221 -2.10219 -1.35305
Te: -1.44173 -0.63062 -0.06572
P: 5.11815 -4.16272 -4.81936
P: 4.68833 -6.07103 -2.75848
F: -1.04222 0.66522 1.39595
F: -2.19223 -1.41397 -1.65055
F: -0.89165 0.66587 -1.37320
F: -3.14635 0.22772 0.07852
F: -2.16338 -2.00831 1.06646
O: 0.35708 -1.44067 -0.06181
C: 5.37675 -7.74333 -3.24615
C: 1.90102 1.20790 -0.28015
C: 4.68526 -0.08648 -5.31520
C: 1.85838 1.12962 1.21440
C: 5.15970 -1.40506 -5.46812
C: 3.63818 -2.10684 -3.71541
C: 5.93337 -10.05709 -2.71732
C: 2.87864 0.73600 -1.09677
C: 4.74661 -6.12985 1.36085
C: 6.49236 -4.26430 -3.59712
C: 6.53486 -10.19385 -3.97953
C: 6.31284 -5.22954 -2.64070
C: 4.20588 0.35111 -0.55980
C: 3.52240 -6.75160 1.65915
C: 4.25975 -6.28341 -0.99601
C: 4.64508 -2.41413 -4.65051
C: 5.34036 -8.83358 -2.36162
C: 4.37957 -1.13587 -0.16244
C: 5.24420 -4.50828 -7.57779
C: 5.95449 -7.91427 -4.52277
C: 3.10443 -1.91292 0.28089
C: 2.54740 -0.05777 2.01142
C: 2.36978 -1.35852 1.45822
C: 5.84243 -4.59218 -8.82907
C: 7.42321 -4.12496 -6.54462
C: 3.00489 -0.86538 -3.72986
C: 2.67371 -7.13173 0.60372
C: 6.54918 -9.12048 -4.87561
C: 7.23642 -4.43654 -8.95373
C: 8.02604 -4.19024 -7.80874
C: 3.02855 -6.90171 -0.70629
C: 3.60309 0.19587 -4.45349
C: 6.03230 -4.28451 -6.43007
C: 5.11293 -5.88424 0.04431
C: 0.55674 -2.85774 -2.70873
H: 1.73898 -7.62601 0.85696
H: 3.38646 -2.98252 0.52334
H: 3.25649 -6.89867 2.69406
H: 6.98971 -11.13128 -4.25844
H: 5.94670 -7.07170 -5.22817
H: 3.60932 0.19743 2.17751
H: -0.23219 -2.30183 -3.25779
H: 8.01745 -3.95749 -5.65020
H: 4.88692 -8.73294 -1.37496
H: 9.10198 -4.03994 -7.87935
H: 1.17490 -3.43196 -3.42506
H: 5.04750 -1.17065 0.72231
H: 7.08646 -5.56131 -1.93638
H: 0.07248 -3.60957 -2.06388
H: 0.77601 1.04587 1.35909
H: 5.92775 -1.64810 -6.21479
H: 7.32480 -3.54669 -3.68279
H: 2.37069 -7.22556 -1.51461
H: 4.83989 -1.69221 -0.99969
H: 2.03335 -0.71707 -3.22453
H: 0.92848 1.48354 -0.67322
H: 3.36678 -2.87197 -2.97587
H: 5.93271 -10.88099 -2.01098
H: 5.44573 -5.84039 2.14767
H: 2.21012 2.01105 1.79388
H: 5.16624 0.72537 -5.87985
H: 4.16573 -4.63536 -7.48242
H: 1.64471 -2.02401 1.92117
H: 4.47812 1.06143 0.24454
H: 3.23610 1.21281 -4.29408
H: 6.07234 -5.42373 -0.20202
H: 4.96972 0.56321 -1.32974
H: 7.72664 -4.49217 -9.92083
H: 2.81405 0.95558 -2.16804
H: 2.06397 0.02873 3.00135
H: 7.02922 -9.21603 -5.84852
H: 5.24442 -4.78305 -9.71886

3.
ORCA calculation (ωB97M-V/def2-TZVPD) on 13 unconnected molecules or ions with the total composition C101H217N15O13 at a distorted geometry.

Computed properties:
multiplicity	1
ΔE to the lowest compared entry with this formula, charge and spin	6.0296	eV
HOMO level	-7.7	eV
LUMO energy	0.034	eV
electronic energy	-157206.9524	eV
frontier orbital gap	0.28509	Eh
F_max	7.4	eV/Å

Positions of all 346 atoms, in Å:
O: -1.87575 -2.10059 -8.71264
O: 1.26801 0.10258 5.77594
O: -0.52347 2.17930 6.87363
O: -6.89809 -5.84996 -2.79368
O: 2.36056 -1.41584 -0.51442
O: 8.80728 -3.94072 1.84212
O: 4.71320 -0.64275 -1.56755
O: 7.16727 1.70697 5.29310
O: -7.17530 3.17275 0.90153
O: -1.70954 2.98019 -7.13542
O: 4.71555 -6.25267 -1.59727
O: -2.28996 9.95623 1.52630
O: -6.11607 -3.08745 5.17916
N: -5.04223 -2.96051 4.25450
N: 4.01299 1.37531 -1.85437
N: -6.33103 2.20567 0.33494
N: 7.48633 -3.85282 2.25219
N: -1.00646 -2.96899 -8.19222
N: -0.87121 3.29025 6.11801
N: -1.79379 8.71842 1.31630
N: 1.22452 -1.11350 7.70151
N: 1.69655 -0.25720 -0.32199
N: 5.99445 0.81329 -2.49630
N: 7.54437 2.85074 4.62365
N: -0.36601 -1.40008 6.20457
N: 3.58328 -6.53611 -2.26842
N: -5.56863 -5.29843 -2.46628
N: -1.71048 4.10671 -6.23589
C: -5.46171 -4.69768 -1.13342
C: -0.48089 -1.31730 -0.97270
C: 8.71811 3.50746 5.30124
C: 0.34238 -3.85432 -6.24067
C: -2.23365 6.43594 -5.83715
C: -3.96143 -3.95518 4.36381
C: -2.26213 4.46560 4.20486
C: 4.84166 -3.06358 3.25956
C: -4.41182 3.31558 1.17918
C: -8.17281 0.62993 0.29600
C: -2.02010 3.11748 5.10277
C: 4.11155 -8.96518 -2.47368
C: 1.86983 0.29157 1.04307
C: -3.29147 2.88150 5.93792
C: 7.88813 -2.69145 4.41077
C: 0.86069 -0.00011 -2.68755
C: 0.78071 -0.80455 6.47727
C: -7.07984 1.28386 -0.56790
C: -6.08441 0.11216 -0.92405
C: 5.71587 -4.06950 4.00219
C: 7.27104 -3.96594 3.71513
C: 3.23015 -4.14396 -2.64731
C: 1.27416 -0.69862 2.07280
C: 0.54490 9.32682 2.13452
C: -4.06206 4.95670 -6.88747
C: -2.19944 -5.21003 -8.69393
C: -4.08680 7.77376 1.50111
C: -0.85540 6.32819 0.01166
C: -0.31060 2.84541 -4.67373
C: -2.53193 5.26081 -6.74829
C: -0.07068 5.36476 4.88193
C: -0.06032 9.37412 -0.31390
C: -3.18268 8.41043 -0.77518
C: -4.38585 -6.06959 -3.05583
C: 5.17035 -3.03976 1.82161
C: -4.08230 -3.97934 -1.05745
C: -5.22257 3.92174 -1.17916
C: 6.97915 -1.39990 1.58607
C: -2.07740 -3.21696 -5.91053
C: 8.45926 1.46901 2.59017
C: -2.96710 2.81249 -4.45215
C: 1.33831 -5.67200 -3.11036
C: 0.10653 7.20670 0.84049
C: 1.43505 3.40086 5.16016
C: 2.59212 -5.40037 -2.09891
C: -4.18608 1.70734 -0.66268
C: -0.62960 -4.03144 -10.31347
C: 2.03690 -4.98829 -0.69999
C: 3.37627 0.61881 1.31457
C: 9.94697 2.61399 5.41076
C: 1.12325 1.59732 1.08706
C: -0.98155 5.10043 3.78311
C: 0.36405 -5.11511 -8.34012
C: 9.07669 4.82547 3.08600
C: -7.66036 1.82191 -1.90608
C: -4.64097 -5.31221 4.09332
C: 8.93451 4.91235 4.66581
C: -2.88905 -4.81135 -1.35302
C: -0.39471 8.70164 0.97730
C: -0.29462 1.71930 0.44731
C: 6.16349 2.47467 2.59069
C: 0.84103 4.91024 7.14105
C: -6.07264 -0.92892 3.31935
C: -4.74000 -1.54157 3.90719
C: 3.06873 -7.84711 -2.04307
C: -0.91620 -4.31996 -8.81426
C: -0.75335 -2.87241 -6.70399
C: 0.31759 -5.26723 -6.79753
C: -0.25848 -1.39681 -6.32565
C: 0.71742 -7.04819 -2.86499
C: -3.10781 -3.84601 5.74385
C: 1.81872 -8.13259 -2.88684
C: 0.31144 4.18570 5.84404
C: 7.57696 2.67021 3.17153
C: -3.63713 -1.39957 2.82912
C: -4.31191 -7.50187 -2.58289
C: -4.54885 -6.08329 -4.59682
C: -6.49442 -3.60844 -0.83048
C: 7.97050 4.01846 2.39090
C: -3.04351 -5.33959 -2.78402
C: 6.67288 -2.90868 1.40463
C: -4.79786 0.66342 -1.55361
C: -1.59641 4.93773 -3.88567
C: -2.43941 6.08666 -4.36100
C: -2.09025 5.66782 -8.14804
C: -2.77453 7.81472 0.62009
C: -0.14934 1.30320 -0.97860
C: 7.87246 -5.27490 4.27073
C: 6.78932 -3.36217 -0.13043
C: -5.52623 -5.76817 -0.00816
C: -4.33331 -0.72817 5.11864
C: 2.70452 -8.21178 -0.60255
C: -1.72760 1.94303 4.17743
C: -2.88414 -3.65837 3.26084
C: 8.38552 3.87993 6.73610
C: -2.29330 6.42181 0.44299
C: 0.48201 -0.10591 -1.15863
C: 4.85438 0.45780 -1.96897
C: -2.35339 -2.26521 3.07334
C: -1.71460 3.69768 -4.77500
C: -5.04707 2.77920 -0.08609
H: -1.22934 1.30817 0.82858
H: -5.49225 -6.56716 -4.84973
H: -0.81582 6.77212 -0.98306
H: 7.97956 3.04952 7.31378
H: -1.16746 5.93286 3.10443
H: -2.87749 2.40227 -3.44627
H: -7.26296 -5.01669 -3.10050
H: -1.21434 6.77242 -6.02663
H: -5.64140 -5.25986 0.94915
H: 1.28554 -4.61601 -8.63989
H: -2.03108 -4.14227 -1.28728
H: 5.40066 -5.08200 3.75002
H: 2.15445 -9.15223 -0.56993
H: -3.94564 -3.58858 -0.04912
H: 3.25059 -1.15537 -0.76265
H: -1.01336 5.76594 -8.28514
H: 9.70037 1.65174 5.85950
H: -3.83259 -4.03276 6.53626
H: 0.25515 -3.99735 -5.16362
H: 0.02893 5.40380 7.67490
H: -2.23069 -6.05811 -2.88962
H: -1.95552 4.74442 -2.87485
H: -3.32423 2.11143 -1.19373
H: 8.22453 0.58035 3.17608
H: 9.53672 1.62136 2.65316
H: 3.11676 1.04211 -1.52905
H: -2.63925 -2.89051 5.97958
H: 1.02572 9.29728 -0.36608
H: 2.03932 -8.42942 -3.91218
H: 1.80683 -0.31757 7.91948
H: -2.94714 -2.72865 -6.35008
H: 2.17743 3.92613 4.55927
H: 0.57676 -4.89258 -3.08517
H: 3.60075 -9.85915 -2.83145
H: -8.24733 1.04378 -2.39401
H: 1.19535 4.17578 7.86434
H: -2.72743 -5.65923 -0.68739
H: -3.49908 5.99387 -4.12308
H: 6.13362 1.78623 -2.72893
H: -6.74410 -1.66687 2.88041
H: 7.16734 -1.88203 4.52658
H: 6.46279 -2.56717 -0.80083
H: -0.03879 0.28898 -3.23111
H: -6.50154 -0.52377 -1.70488
H: 7.74243 -6.11859 3.59295
H: -6.78485 2.00289 -2.52965
H: 1.33588 -3.43161 -6.39027
H: 5.05165 -2.05610 3.61870
H: 1.56718 -0.27313 3.03259
H: 6.24163 1.85712 5.49864
H: -4.91299 7.19668 1.08582
H: -1.81757 -2.90893 -4.89775
H: -3.12257 -4.65755 -8.86918
H: -2.00128 -4.27084 3.44397
H: 1.71930 5.54394 7.01794
H: 6.12596 -4.13932 -0.51004
H: 1.34039 -4.15401 -0.78324
H: 0.41391 -3.75358 -10.46171
H: -4.57790 5.60290 -7.59771
H: -3.47741 3.69667 6.63722
H: -0.27708 6.34590 5.30956
H: -2.81715 -4.58971 -3.54200
H: 8.80511 -4.72602 1.28994
H: -2.24734 -4.29216 -5.85438
H: 4.66181 -2.13822 1.47996
H: 0.66902 -1.28954 -6.88809
H: -7.48178 -4.06752 -0.88009
H: -4.12794 4.00187 -7.40906
H: 3.86900 -3.67980 -1.89596
H: -8.17833 2.77718 -1.82092
H: 6.73984 0.14390 -2.62448
H: 4.77143 -4.01272 1.53472
H: -1.30730 -3.32389 -10.79117
H: -2.35168 -4.60856 5.93065
H: -0.42957 2.79905 0.51074
H: -2.71850 4.27091 3.23433
H: -2.47192 9.91667 2.46806
H: -5.00602 1.02898 -2.55916
H: -4.51373 3.85253 -2.00431
H: 9.80849 5.33870 5.15824
H: -0.00079 -1.40341 -5.26657
H: 0.03219 -2.27134 -1.09377
H: -3.40942 3.63317 0.89208
H: 2.01206 -7.49680 -0.15825
H: 0.26993 -6.10412 -8.78856
H: 10.13851 2.30530 4.38309
H: 8.25388 1.31335 1.53107
H: 0.84093 5.55824 4.31657
H: -3.98051 -1.73108 1.84918
H: -0.58612 1.79087 -4.66213
H: -0.83964 2.12534 3.57212
H: -4.47109 8.77681 1.68634
H: -8.62675 -0.21942 -0.21453
H: 2.89702 -4.68336 -0.10390
H: 3.51193 0.60695 2.39603
H: -0.93880 3.14056 -7.68482
H: -1.24294 -1.43842 -9.00019
H: -3.32823 -3.93594 2.30489
H: -4.25641 2.68666 5.46992
H: 1.79167 2.29153 0.57777
H: 0.13297 -7.16159 -1.95194
H: -2.91937 7.22684 -6.14106
H: -4.12935 -3.18652 -1.80399
H: 2.47694 -3.35903 -2.71554
H: 5.37639 -6.23478 -2.29338
H: 3.70518 -4.14601 -3.62835
H: 7.40948 -5.57074 5.21213
H: -0.67539 -4.92669 -10.93357
H: 5.73533 1.50857 2.85793
H: -0.94846 -1.14840 -0.00267
H: 0.18434 -0.71092 2.05753
H: -4.25444 0.34237 4.92942
H: -4.91151 4.18778 1.60070
H: 1.08436 7.12042 0.36666
H: -3.98150 7.76497 -1.14037
H: -1.42143 -1.28884 -1.52286
H: 5.53352 3.26148 3.00561
H: -3.56727 1.27820 0.12536
H: 0.38709 2.05009 -1.56384
H: -6.23264 -3.28037 0.17547
H: 1.06203 1.83962 2.14802
H: 4.71301 -8.58443 -3.29913
H: -0.54562 9.02668 -1.22597
H: -5.28899 -7.98497 -2.57816
H: 4.09833 2.34225 -2.13338
H: -2.85192 5.86310 -0.30794
H: -5.15749 -0.79095 5.82920
H: 9.35552 4.11318 7.17517
H: 1.55758 -5.67008 0.00252
H: -2.28550 6.99892 -3.78464
H: 0.53825 -1.54873 8.30126
H: 1.66329 0.68386 -2.96343
H: -5.83110 -0.17687 2.56824
H: -4.58141 4.82345 -5.93845
H: -0.40812 5.33987 -0.09448
H: 5.94218 2.66558 1.54061
H: -4.10059 -0.16607 -1.67135
H: 8.14077 -2.89514 5.45134
H: 10.03733 4.37989 2.82771
H: -5.14752 -5.33426 3.12843
H: 1.67105 -1.71091 1.99628
H: -3.44348 -0.36052 2.56273
H: 1.17440 -0.99163 -3.01400
H: 0.01820 1.69751 6.24428
H: 5.53599 -3.90136 5.06402
H: -0.03468 -7.26608 -3.62325
H: 7.11152 4.68947 2.38650
H: 0.14727 6.79782 1.85007
H: 8.28194 3.69797 1.39673
H: -6.68076 -0.50275 4.11726
H: -2.52896 1.90500 3.43956
H: 1.71981 -5.63476 -4.13074
H: -2.65041 5.87108 1.31320
H: -6.60684 -2.80535 -1.55885
H: -0.86817 -0.56025 -6.66705
H: -1.52828 0.97383 4.63464
H: 3.69443 1.57858 0.90748
H: -2.79784 5.19546 4.81184
H: -1.14592 1.28832 -1.41986
H: 6.66771 -0.74797 0.76992
H: 6.54614 -0.93526 2.47190
H: -5.39715 -5.36682 4.87647
H: -2.38054 6.70378 -8.32304
H: 7.77353 -3.57825 -0.54605
H: -3.02938 1.93846 -5.10045
H: 7.70948 4.72305 6.87830
H: 8.04562 -1.18616 1.51494
H: -3.67840 -8.06381 -3.26918
H: -0.55018 5.21462 -3.75593
H: -5.76223 -2.94019 6.05934
H: 0.27168 3.00608 -3.76641
H: 2.00114 2.79182 5.86494
H: -0.62728 -5.70533 -6.47597
H: -5.80503 -0.51821 -0.07984
H: 9.13938 5.85608 2.73669
H: 1.07928 2.72458 4.38287
H: 3.78243 -3.32066 3.25323
H: 0.24495 10.37473 2.13136
H: -1.77262 -2.30596 2.15185
H: -4.00272 7.40122 2.52201
H: 4.12186 -0.06047 0.90131
H: -7.63747 3.54557 0.14721
H: -8.97781 1.34232 0.47653
H: 8.80170 -2.31502 3.95058
H: -0.79515 -2.07862 6.81738
H: -2.33118 4.94981 -8.93195
H: 3.62866 -8.26213 -0.02676
H: -4.57604 -6.29207 0.09560
H: -7.78825 0.24254 1.23947
H: 0.35526 8.98449 3.15185
H: 10.82608 3.06592 5.87015
H: -0.47157 4.40503 3.11645
H: -3.48155 9.45114 -0.64993
H: -6.25642 3.94396 -1.52377
H: -3.82986 -7.51123 -1.60532
H: -0.38199 10.41298 -0.24038
H: -3.82925 -6.57200 -5.25367
H: -2.08909 -6.07723 -9.34498
H: 4.73013 -9.21050 -1.61039
H: 8.93111 -5.21997 4.52441
H: -3.12052 2.00493 6.56282
H: -4.14147 2.51955 1.87297
H: 0.39849 2.98723 -5.48932
H: -4.54466 -5.07840 -5.01904
H: 1.27947 -8.97663 -2.45684
H: -2.43797 -5.52586 -7.67832
H: -1.79887 -1.97944 3.96718
H: -5.02705 4.93811 -0.83731
H: 1.03728 -5.96011 -6.36157
H: -0.82812 -1.17866 5.33421
H: -2.36469 8.32618 -1.49066
H: -6.35985 -6.44766 -0.18555
H: 8.11747 5.58037 4.93837
H: -3.95446 3.23992 -4.62688
H: 1.57066 9.14850 1.81185
H: -3.41168 -1.18996 5.47283
H: -4.01847 -6.16133 4.37543